DFT (wB97M-V/def2-TZVPD) results for C12H28CaFN4O4 as an isolated structure in a non-equilibrium geometry.

Element x y z (Å)
Ca: 0.639340 -2.014304 1.227699
F: -0.145040 -0.092604 0.159919
C: 1.427710 3.030376 0.141519
C: -0.000390 3.487126 0.408849
O: -0.240640 4.704206 0.558979
N: -0.953160 2.606596 0.369489
C: -2.394210 2.874876 0.371829
H: 1.966490 2.781986 1.055909
H: 2.035410 3.772136 -0.376751
H: 1.477820 2.245236 -0.612901
H: -0.748310 1.633326 0.193719
H: -2.613790 3.924576 0.176849
H: -2.881140 2.626866 1.314959
H: -2.885320 2.323996 -0.430311
C: 0.564710 -2.276544 -2.846961
C: 1.754380 -2.735024 -1.999661
O: 1.752540 -2.523054 -0.807171
N: 2.738320 -3.363004 -2.669011
C: 3.886770 -4.007274 -2.091381
H: 0.811770 -2.188314 -3.904921
H: 0.008310 -1.399004 -2.517641
H: -0.083890 -3.151044 -2.795401
H: 2.653480 -3.534124 -3.660791
H: 4.473500 -3.170294 -1.712831
H: 4.490470 -4.457764 -2.879221
H: 3.684530 -4.828974 -1.404341
C: 0.580160 -1.758724 5.849809
C: 0.553900 -1.023054 4.506999
O: 1.033730 -1.518324 3.459349
N: -0.090320 0.143006 4.594399
C: -0.272050 0.963016 3.401889
H: -0.248190 -2.449614 6.006689
H: 0.593160 -1.104744 6.721729
H: 1.480140 -2.371114 5.905699
H: -0.536640 0.464906 5.441329
H: -0.795200 1.874516 3.690989
H: -0.845820 0.420346 2.650619
H: 0.677470 1.196986 2.920469
C: -0.861610 2.300476 -2.797281
C: -1.854190 1.206116 -3.061001
O: -2.462050 1.179966 -4.098021
N: -2.054810 0.240736 -2.126281
C: -3.043960 -0.757754 -2.223091
H: -1.327990 2.955656 -2.061541
H: -0.571120 2.904246 -3.657041
H: 0.047560 1.843126 -2.406941
H: -1.562220 0.266396 -1.244921
H: -2.953460 -1.288574 -3.170791
H: -4.088650 -0.463744 -2.121751
H: -2.817510 -1.493824 -1.451721

Cartesian forces, eV/Å:
0.096 2.002 -1.302
0.349 -1.776 1.013
0.287 -0.190 -0.634
1.474 4.268 -0.397
0.392 -1.490 0.084
-2.615 -2.565 0.106
0.090 0.710 -0.072
-0.114 -0.264 -0.025
-0.460 0.711 0.475
-0.264 -0.713 0.546
0.586 -0.058 0.093
0.386 0.042 0.107
0.146 -0.128 0.105
0.139 -0.259 0.049
0.426 -0.977 -0.282
-0.493 0.605 -3.556
0.221 -0.229 3.402
-1.003 -0.512 -0.200
0.983 0.499 -0.032
0.123 0.167 0.075
0.394 -0.033 0.346
-0.470 0.027 -0.030
-0.545 0.406 0.164
0.391 -0.608 0.771
-0.198 0.155 -0.171
-0.224 0.456 0.353
0.840 -0.438 -0.156
-1.106 -0.155 2.344
-0.533 0.354 -0.394
0.636 -0.194 -1.606
-0.159 0.095 -0.154
-0.211 0.099 -0.455
-0.025 0.259 -0.273
0.037 0.040 -0.088
0.369 -0.409 0.075
0.119 -0.074 -0.238
-0.254 0.116 0.003
0.052 0.160 0.251
0.347 -0.180 0.689
0.188 0.230 -0.651
-0.982 -0.219 -1.227
1.019 1.019 1.219
-0.407 -1.492 -0.498
0.406 0.118 0.086
-0.505 -0.407 -0.193
0.075 0.244 0.400
0.278 0.208 -0.141
-0.138 0.045 -0.170
0.050 0.406 0.052
-0.188 -0.071 0.136

## Properties
* charge: +1
* largest force on an atom: 4.53 eV/A
* ΔE to the lowest compared entry with this formula, charge and spin: 0.0 kcal/mol



DFT (wB97M-V/def2-TZVPD) results for a 2-piece molecular cluster, C2H8N5 overall in a non-equilibrium geometry.

Element x y z (Å)
C: -1.672358 -0.381588 0.460956
C: 0.659794 -0.359633 0.408637
N: 1.062387 2.421836 -0.012323
N: -2.703104 -0.937511 -0.057360
N: 2.949593 0.043311 -0.198955
N: 1.943859 -0.596554 0.271927
N: -0.413894 -0.788066 -0.149183
H: 0.528224 1.570075 0.509890
H: 0.623302 2.616244 -0.990337
H: -3.566466 -0.640686 0.289161
H: -2.700811 -1.591774 -0.873646
H: 2.039106 1.974439 0.006569
H: 3.849927 -0.368204 -0.164784
H: 2.093213 -1.609273 0.748348
H: -0.551811 -1.707159 -0.692991

Cartesian forces, eV/Å:
0.866 1.363 1.100
-0.157 2.205 -0.329
-0.628 -3.201 0.396
1.671 -1.377 -1.972
-3.303 1.377 -0.391
2.608 -4.371 0.214
-1.709 -2.807 -0.033
0.649 2.891 -1.417
1.447 -0.948 2.219
-1.637 0.271 0.527
-0.212 0.534 0.717
-1.643 1.584 -1.059
0.741 -1.343 0.920
0.005 2.280 -0.837
1.302 1.543 -0.054

## Properties
* charge: +1
* largest force on an atom: 5.09 eV/A
* ΔE to the lowest compared entry with this formula, charge and spin: 180.7 kcal/mol



DFT (wB97M-V/def2-TZVPD) results for C14H16Cl3F9MoO2 as an isolated structure in a non-equilibrium geometry.

Element x y z (Å)
C: -0.884400 0.838072 -2.415312
C: -1.042864 -0.543493 -2.844525
C: 0.254380 -1.186232 -2.698135
C: -2.281731 -1.185659 -3.353884
C: 1.179990 -0.174049 -2.206646
C: 0.480504 1.058913 -2.058433
C: 1.094381 2.395021 -1.839037
C: -1.926791 1.886583 -2.580016
C: 0.549667 -2.604340 -3.016604
C: 2.665761 -0.330596 -2.205658
Mo: -0.623772 -0.892293 -0.801233
Cl: -1.782029 -2.810799 -0.608884
Cl: -1.843582 0.687411 0.459328
Cl: 1.269165 -1.402726 0.476414
H: -3.149977 -0.556818 -3.135844
H: -2.394275 -2.162560 -2.871027
H: -2.252312 -1.396106 -4.428685
H: -0.244865 -3.226045 -2.596609
H: 1.505978 -2.896612 -2.581917
H: 0.612611 -2.802373 -4.090335
H: 2.982611 -1.366275 -2.005009
H: 3.127345 0.340817 -1.473044
H: 3.103182 -0.016620 -3.169724
H: 1.926939 2.335124 -1.136590
H: 0.403184 3.068814 -1.337133
H: 1.446232 2.882440 -2.763275
H: -2.928013 1.467795 -2.465569
H: -1.893320 2.332340 -3.583284
H: -1.805819 2.690860 -1.846646
O: 1.109842 2.015365 1.261641
H: 0.646149 1.199542 1.730166
F: -1.371153 2.065222 4.210286
C: -1.259069 0.854378 4.813866
F: -1.176144 1.067851 6.159313
F: -2.395427 0.159784 4.574109
C: 0.035098 0.047424 4.167108
O: 0.035929 -0.060999 2.916565
C: 1.401058 0.779866 4.732786
F: 1.501747 0.824169 6.091920
F: 2.476595 0.117106 4.253615
F: 1.454189 2.058516 4.272266
C: 0.008382 -1.582877 4.974782
F: -0.031776 -1.581834 6.333762
F: -1.070128 -2.265473 4.529269
F: 1.117728 -2.257136 4.594561

Cartesian forces, eV/Å:
0.465 -1.143 -0.967
0.789 0.684 -0.727
0.158 1.131 -1.018
-0.283 -0.492 -0.372
-0.694 -0.146 -1.468
-0.149 -0.701 -0.620
0.280 0.370 0.793
-0.306 0.306 0.365
0.143 -0.444 -0.287
0.437 0.126 0.484
2.064 4.277 4.615
-0.993 -1.612 0.518
-0.579 -0.847 -0.525
-0.453 -0.804 -0.500
0.036 -0.268 -0.022
-0.305 0.295 -0.122
0.062 0.312 -0.110
0.282 -0.184 -0.142
-0.122 -0.093 0.131
-0.030 0.104 -0.136
-0.168 0.447 0.032
-0.187 -0.312 0.178
-0.438 -0.191 0.035
-0.088 -0.141 0.148
-0.083 -0.055 0.058
-0.216 -0.375 -0.133
0.071 0.043 0.150
0.238 -0.123 0.065
-0.040 -0.227 -0.074
-1.238 -2.205 0.315
1.588 2.717 -1.364
-0.266 -0.728 0.635
1.471 -0.528 -1.113
-0.384 0.039 -0.401
0.154 0.490 0.296
0.346 -0.439 1.480
-0.550 -0.464 0.672
-1.314 -0.138 -1.229
0.351 0.039 -0.203
-0.234 0.475 0.503
0.177 -1.042 0.763
0.064 2.652 -1.332
-0.028 -0.429 -0.055
0.449 -0.181 0.342
-0.476 -0.198 0.340

## Properties
* 2S+1: 3
* charge: -2
* largest force on an atom: 6.62 eV/A
* ⟨S²⟩: 2.03



DFT (wB97M-V/def2-TZVPD) results for a 10-piece molecular cluster, C24H68O10 overall in a non-equilibrium geometry.

Element x y z (Å)
C: -2.184166 -1.091522 -4.310467
C: -1.864239 0.390300 -4.538581
C: -3.013036 1.290044 -4.121011
O: -0.662065 0.695047 -3.763871
H: -2.581085 -1.228414 -3.307633
H: -1.292456 -1.694823 -4.483612
H: -2.947881 -1.358196 -5.032964
H: -1.589947 0.482474 -5.587090
H: -2.763262 2.355051 -4.203636
H: -3.190559 1.175323 -3.050164
H: -3.846372 1.061582 -4.776239
H: -0.680171 1.644744 -3.605662
C: 4.009176 2.315353 -0.129817
C: 4.382538 1.798439 1.248013
C: 3.332342 2.030870 2.314529
O: 4.740074 0.415249 1.223154
H: 3.091870 1.796360 -0.422697
H: 4.790597 2.086693 -0.855799
H: 3.842589 3.392847 -0.118153
H: 5.340041 2.253928 1.486186
H: 2.707467 1.133955 2.344780
H: 2.899945 3.026631 2.230093
H: 3.764957 2.017832 3.323242
H: 4.934181 0.244597 0.299924
C: 3.383364 0.653539 -3.345744
C: 2.920671 -0.444962 -4.289612
C: 2.146519 -1.551494 -3.631712
O: 2.168804 0.174859 -5.363401
H: 2.543438 1.333754 -3.205827
H: 4.160211 1.243405 -3.834537
H: 3.667761 0.251245 -2.381703
H: 3.774082 -0.834090 -4.842141
H: 1.968013 -2.385289 -4.309486
H: 1.180149 -1.216937 -3.245659
H: 2.660050 -2.024642 -2.785569
H: 1.405930 0.551485 -4.902534
C: 2.465011 -1.807430 3.116632
C: 3.628024 -1.445661 4.050547
C: 3.294119 -1.130617 5.473463
O: 4.548529 -2.596808 4.050204
H: 1.872841 -2.598471 3.576740
H: 2.936746 -2.123579 2.185982
H: 1.725840 -1.008408 3.017117
H: 4.217551 -0.710269 3.492599
H: 2.630159 -1.901513 5.872278
H: 2.924847 -0.124249 5.611827
H: 4.224521 -1.310013 6.011438
H: 4.297030 -3.189060 4.771701
C: -2.896322 -3.301035 0.380869
C: -3.438167 -2.538503 -0.784873
C: -4.890984 -2.940766 -1.179600
O: -3.456167 -1.150663 -0.498962
H: -2.969199 -4.382628 0.327623
H: -3.379994 -2.914025 1.281157
H: -1.845920 -3.038754 0.475834
H: -2.822244 -2.669294 -1.675128
H: -5.338917 -2.167471 -1.807587
H: -5.540900 -2.949660 -0.297765
H: -4.914645 -3.944000 -1.606956
H: -2.557948 -0.855505 -0.720134
C: -4.700284 -0.917662 3.162237
C: -3.696194 0.050070 3.782066
C: -3.702657 1.419126 3.154157
O: -3.956770 0.201246 5.213637
H: -4.570279 -1.902724 3.601836
H: -4.507065 -1.065418 2.099353
H: -5.707038 -0.524496 3.281812
H: -2.690592 -0.361590 3.740821
H: -4.659422 1.932512 3.225192
H: -3.415256 1.429953 2.094181
H: -2.898477 1.990605 3.622322
H: -4.901474 0.082488 5.366985
C: -0.891943 0.943019 0.679691
C: -0.052000 0.293978 -0.371116
C: 1.053294 -0.628206 0.104593
O: -0.921713 -0.494985 -1.229934
H: -1.513773 0.184043 1.160012
H: -1.583748 1.704513 0.319539
H: -0.264952 1.458659 1.405273
H: 0.403403 1.041835 -1.011291
H: 1.723244 -0.093548 0.777952
H: 1.565824 -1.098629 -0.734399
H: 0.524604 -1.438241 0.617524
H: -0.756019 -0.387303 -2.177873
C: 0.050059 4.960749 0.590055
O: 0.830375 4.275237 -0.428140
H: 0.842798 5.393605 1.203317
H: -0.583381 5.701506 0.116098
H: -0.517774 4.239680 1.168006
H: 0.252863 4.044490 -1.157341
C: -3.660715 4.289431 -0.837035
O: -3.037212 3.091370 -1.236417
H: -4.239704 4.745081 -1.630628
H: -4.258374 4.118748 0.058979
H: -2.902430 4.958228 -0.418523
H: -3.683651 2.388360 -1.333278
C: 3.506734 -4.142849 0.246340
O: 4.562767 -4.324959 -0.675247
H: 2.898138 -5.029227 0.430692
H: 3.855582 -3.811374 1.227424
H: 2.958956 -3.320831 -0.201820
H: 5.330883 -4.583302 -0.156613

Cartesian forces, eV/Å:
0.114 0.870 -0.121
0.568 -0.638 0.508
0.846 0.341 -0.061
-0.367 0.018 -0.330
0.031 -0.185 0.104
-0.081 -0.058 0.077
-0.142 -0.289 -0.056
-0.131 0.401 -0.205
0.026 -0.112 -0.408
-0.420 -0.515 -0.184
-0.446 0.090 0.320
0.100 0.035 0.124
-0.564 -0.523 0.278
1.252 0.479 0.027
0.926 -0.376 0.795
-0.693 -0.322 -0.283
-0.084 0.259 -0.285
0.059 0.027 -0.016
-0.089 -0.087 -0.015
-0.028 0.781 0.488
-0.729 0.605 -0.392
-0.644 -0.346 -0.279
0.339 0.019 -0.190
0.184 -0.485 -0.075
-0.396 -0.021 -0.448
0.295 0.567 -0.991
-0.267 -0.841 0.457
-0.168 -0.273 0.738
-0.137 0.077 0.305
0.153 -0.097 0.314
0.352 0.067 0.167
0.186 -0.319 0.286
-0.148 0.160 -0.286
0.018 0.168 -0.113
0.239 0.363 -0.061
-0.238 0.023 -0.343
0.055 0.074 1.052
0.527 -1.302 -1.444
0.571 -0.489 0.086
-0.418 0.329 0.056
0.172 -0.484 -0.139
-0.591 0.151 -0.090
0.389 0.272 -0.374
-0.069 0.325 0.638
-0.461 0.283 -0.077
-0.215 0.112 0.239
0.078 0.643 0.303
-0.054 0.115 -0.198
0.497 0.325 0.581
-1.770 -0.057 -1.080
0.462 0.320 0.879
-0.056 0.110 0.118
-0.197 -0.114 -0.132
-0.122 -0.313 0.016
0.288 -0.094 0.114
0.216 -0.320 -0.066
0.275 -0.305 -0.402
0.207 -0.110 0.158
-0.078 0.165 -0.239
0.175 0.399 0.103
0.794 0.053 -0.155
-0.773 -0.103 0.678
0.836 0.430 -0.632
0.133 -0.212 -0.617
-0.347 -0.071 0.327
-0.011 0.308 -0.128
-0.216 -0.150 0.077
0.097 -0.108 -0.104
-0.061 -0.006 0.279
-0.226 -0.441 0.057
-0.344 0.300 0.264
0.110 0.040 -0.106
-0.313 0.108 0.608
0.244 -0.327 -1.903
-0.952 -0.122 0.460
-0.309 -0.245 0.503
0.174 -0.031 0.284
0.087 -0.093 -0.504
0.124 -0.206 0.256
0.094 0.504 -0.129
0.169 -0.287 -0.083
0.176 0.318 -0.007
0.379 -0.046 0.342
0.307 0.537 0.207
1.406 -0.766 -0.874
-0.319 0.187 0.356
-0.533 0.309 0.183
-0.126 0.296 0.250
-0.271 -0.008 0.150
-0.182 -0.091 -0.043
0.106 -0.091 1.252
0.601 -0.134 -0.294
-0.078 0.249 -0.101
-0.611 -0.099 -0.167
0.169 0.063 -0.719
-0.155 0.036 0.095
0.031 0.728 0.164
0.602 -0.535 0.286
-0.108 -0.085 -0.407
0.165 0.061 -0.056
-0.757 -0.082 0.292
0.091 -0.088 -0.293

## Properties
* SMILES: CC(C)O.CC(C)O.CC(C)O.CC(C)O.CC(C)O.CC(C)O.CC(C)O.CO.CO.CO
* largest force on an atom: 2.07 eV/A
* ΔE to the lowest compared entry with this formula, charge and spin: 73.8 kcal/mol



DFT (wB97M-V/def2-TZVPD) results for C3H7N as an isolated structure in a non-equilibrium geometry.

Element x y z (Å)
C: 0.158508 -0.583708 1.340103
C: 0.023762 0.084920 -0.017251
C: 0.036935 -0.557821 -1.374504
N: -0.359148 1.369363 -0.030550
H: 0.072256 0.250192 2.034938
H: 1.087204 -1.140666 1.478204
H: -0.716394 -1.208132 1.501937
H: 0.922614 -0.322373 -1.963832
H: 0.667196 1.273612 0.309800
H: -0.037629 -1.651579 -1.405071
H: -0.777525 -0.141469 -1.963287

Cartesian forces, eV/Å:
0.795 0.360 -0.507
-2.587 1.005 -1.362
-0.295 -1.542 -0.279
1.908 -1.853 -0.369
0.196 -0.204 0.256
-0.171 -0.203 0.071
0.024 -0.271 -0.172
0.265 0.261 0.403
0.039 2.292 1.535
-0.019 0.038 0.231
-0.156 0.115 0.192

## Properties
* largest force on an atom: 3.09 eV/A
* ΔE to the lowest compared entry with this formula, charge and spin: 63.9 kcal/mol



DFT (wB97M-V/def2-TZVPD) results for the molecule C4H5NO2 in a non-equilibrium geometry.

Element x y z (Å)
C: 0.418885 0.001107 1.248018
C: 0.623223 -1.567743 -0.440040
C: 0.298260 1.213837 0.387729
O: 0.467129 -1.215194 0.794524
N: -0.904326 1.201539 -0.399142
C: -1.596657 0.469259 -1.033787
O: -2.392495 -0.052436 -1.701015
H: 0.207527 0.057758 2.302339
H: 0.871269 -0.895422 -1.244578
H: 0.595503 -2.625407 -0.623299
H: 1.152009 1.303823 -0.299151
H: 0.259674 2.108878 1.008402

Cartesian forces, eV/Å:
-0.042 1.328 1.011
0.066 -0.854 -1.257
0.498 -0.681 -0.009
-0.060 0.057 0.161
0.094 0.385 0.101
-0.167 0.369 -0.148
-0.495 -0.701 -0.445
0.003 -0.135 0.048
-0.088 0.429 0.214
0.043 -0.119 0.167
-0.046 0.118 0.094
0.194 -0.195 0.063

## Properties
* largest force on an atom: 1.67 eV/A
* ΔE to the lowest compared entry with this formula, charge and spin: 89.5 kcal/mol



Number 1: E_tot -1771.453608 Ha. Number 2: E_tot -354.268693 Ha. Number 3: E_tot -3041.154789 Ha. Number 4: E_tot -1707.504219 Ha. Number 5: E_tot -173.140243 Ha. Number 6: E_tot -360.526735 Ha.